{"formula": "C5H10O2", "method": "ωB97M-V/def2-TZVPD", "species": ["C", "C", "O", "C", "C", "C", "O", "H", "H", "H", "H", "H", "H", "H", "H", "H", "H"], "xyz": [[1.41, -0.78, -0.44], [1.31, -0.29, 0.99], [0.33, 0.73, 1.01], [-0.77, 0.25, 0.27], [-1.81, 1.34, 0.09], [-0.16, -0.22, -1.03], [-0.75, -1.33, -1.62], [1.71, -1.86, -0.46], [0.21, -1.55, -1.21], [2.14, -0.26, -1.06], [0.99, -1.11, 1.66], [2.24, 0.13, 1.37], [-1.22, -0.63, 0.78], [-2.64, 0.96, -0.51], [-2.19, 1.67, 1.06], [-1.36, 2.20, -0.42], [0.09, 0.59, -1.72]], "lowdin_charge": [-0.07, -0.21, -0.10, -0.38, -0.02, -0.31, -0.06, 0.13, 0.08, 0.10, 0.13, 0.12, 0.16, 0.09, 0.08, 0.09, 0.15], "relative_energy_ev": 3.7284, "energy_ha": -346.888418, "gap_ha": 0.3977, "charge": 0, "lumo_ev": 1.02}

---

{"formula": "C49H97Cs3N5O43P", "method": "ωB97M-V/def2-TZVPD", "species": ["Cs", "Cs", "Cs", "P", "O", "O", "O", "O", "C", "C", "C", "O", "C", "O", "O", "H", "H", "H", "H", "H", "H", "C", "C", "C", "O", "C", "O", "O", "H", "H", "H", "H", "H", "H", "C", "C", "C", "O", "C", "O", "O", "H", "H", "H", "H", "H", "H", "C", "C", "C", "O", "C", "O", "O", "H", "H", "H", "H", "H", "H", "C", "C", "C", "O", "C", "O", "O", "H", "H", "H", "H", "H", "H", "C", "C", "C", "O", "C", "O", "O", "H", "H", "H", "H", "H", "H", "C", "C", "C", "O", "C", "O", "O", "H", "H", "H", "H", "H", "H", "C", "O", "C", "C", "O", "C", "H", "H", "H", "H", "H", "H", "H", "H", "H", "H", "C", "O", "C", "C", "O", "C", "H", "H", "H", "H", "H", "H", "H", "H", "H", "H", "C", "O", "C", "C", "O", "C", "H", "H", "H", "H", "H", "H", "H", "H", "H", "H", "C", "O", "C", "C", "O", "C", "H", "H", "H", "H", "H", "H", "H", "H", "H", "H", "C", "N", "O", "O", "H", "H", "H", "C", "N", "O", "O", "H", "H", "H", "C", "N", "O", "O", "H", "H", "H", "C", "N", "O", "O", "H", "H", "H", "C", "N", "O", "O", "H", "H", "H"], "xyz": [[-0.27, -2.24, 0.38], [0.35, 2.83, 1.48], [2.04, 0.35, -4.32], [1.13, 0.51, -0.83], [-0.39, 0.77, -0.62], [1.75, 0.33, 0.57], [1.69, 1.82, -1.50], [1.48, -0.77, -1.67], [-5.22, -4.33, 4.48], [-5.47, -3.33, 3.44], [-5.47, -1.88, 3.91], [-4.25, -1.40, 3.42], [-3.65, -2.22, 2.55], [-2.62, -1.90, 2.02], [-4.33, -3.37, 2.46], [-5.96, -4.32, 5.29], [-4.30, -4.09, 5.01], [-5.12, -5.34, 3.99], [-6.27, -3.56, 2.75], [-5.44, -1.78, 5.02], [-6.26, -1.22, 3.55], [-5.94, 3.54, 5.77], [-4.86, 2.50, 5.92], [-4.89, 1.28, 5.04], [-3.67, 1.39, 4.33], [-3.09, 2.58, 4.54], [-2.09, 2.80, 3.92], [-3.72, 3.24, 5.50], [-6.87, 3.07, 6.08], [-5.96, 3.84, 4.71], [-5.75, 4.44, 6.36], [-4.78, 2.18, 6.97], [-5.72, 1.21, 4.35], [-4.80, 0.37, 5.58], [-0.09, 0.60, 5.62], [-0.34, -0.17, 4.37], [0.80, -0.68, 3.52], [0.56, -2.09, 3.33], [-0.33, -2.50, 4.21], [-0.58, -3.60, 4.56], [-0.90, -1.49, 4.89], [0.25, 1.62, 5.42], [0.59, 0.18, 6.34], [-1.13, 0.60, 5.99], [-1.18, 0.28, 3.80], [1.76, -0.58, 4.02], [0.90, -0.22, 2.53], [-6.50, 4.63, 0.67], [-5.26, 4.74, -0.14], [-4.91, 6.09, -0.81], [-3.48, 6.20, -0.60], [-3.08, 5.31, 0.29], [-1.93, 5.14, 0.57], [-4.13, 4.61, 0.76], [-7.38, 4.83, 0.05], [-6.57, 5.42, 1.39], [-6.68, 3.64, 1.09], [-5.20, 3.91, -0.85], [-5.35, 6.95, -0.32], [-5.01, 6.10, -1.86], [-4.75, -1.84, -3.00], [-3.66, -0.86, -3.32], [-2.19, -1.22, -2.87], [-1.43, -1.00, -4.05], [-2.24, -0.95, -5.12], [-1.86, -0.92, -6.27], [-3.48, -0.99, -4.75], [-4.46, -2.90, -3.08], [-5.53, -1.75, -3.76], [-5.20, -1.74, -2.00], [-4.02, 0.16, -3.03], [-2.12, -2.24, -2.51], [-1.69, -0.56, -2.13], [4.49, -5.55, 3.64], [3.34, -4.59, 3.80], [3.20, -4.13, 5.25], [3.25, -2.73, 5.27], [3.77, -2.33, 4.06], [4.14, -1.22, 3.80], [3.74, -3.34, 3.16], [4.51, -6.01, 2.66], [4.27, -6.38, 4.34], [5.46, -5.12, 3.88], [2.45, -4.95, 3.32], [3.98, -4.57, 5.84], [2.27, -4.44, 5.71], [-0.84, 4.73, -3.35], [-0.93, 3.30, -2.91], [-2.25, 2.90, -2.33], [-2.99, 2.82, -3.58], [-2.19, 2.47, -4.57], [-2.44, 2.12, -5.70], [-0.90, 2.53, -4.15], [-1.76, 5.17, -3.70], [0.00, 4.92, -3.99], [-0.70, 5.28, -2.44], [-0.05, 3.13, -2.30], [-2.75, 3.64, -1.78], [-2.12, 1.88, -1.93], [3.53, 2.25, 4.53], [2.80, 3.22, 3.74], [2.58, 4.41, 4.49], [2.36, 5.51, 3.49], [1.07, 5.42, 2.87], [0.79, 6.55, 2.11], [3.59, 1.37, 3.86], [3.11, 1.88, 5.45], [4.54, 2.65, 4.69], [3.48, 4.70, 5.03], [1.82, 4.36, 5.27], [3.14, 5.37, 2.72], [2.52, 6.49, 3.96], [1.07, 7.46, 2.63], [-0.23, 6.50, 1.77], [1.38, 6.53, 1.20], [4.70, -2.76, -6.10], [4.67, -1.60, -5.36], [5.77, -1.49, -4.41], [5.39, -0.46, -3.41], [5.07, 0.83, -3.90], [5.06, 1.76, -2.89], [3.91, -2.79, -6.82], [4.47, -3.67, -5.47], [5.62, -2.99, -6.61], [6.61, -1.20, -5.06], [5.99, -2.47, -4.04], [6.22, -0.32, -2.62], [4.54, -0.81, -2.82], [4.11, 1.80, -2.30], [5.28, 2.70, -3.36], [5.83, 1.50, -2.17], [-2.62, -5.09, -0.45], [-1.56, -5.09, 0.45], [-1.07, -6.48, 0.69], [-0.15, -6.52, 1.91], [1.14, -5.97, 1.70], [1.97, -6.82, 0.99], [-2.31, -5.29, -1.50], [-3.17, -4.16, -0.35], [-3.41, -5.75, -0.16], [-0.67, -6.92, -0.21], [-1.92, -7.09, 1.04], [0.01, -7.54, 2.29], [-0.63, -5.95, 2.71], [2.82, -6.22, 0.71], [1.62, -7.26, 0.05], [2.24, -7.73, 1.65], [1.57, 2.62, -6.88], [1.71, 1.28, -7.41], [0.45, 0.67, -7.37], [0.65, -0.78, -7.80], [0.95, -1.67, -6.65], [0.98, -2.94, -7.29], [2.53, 3.08, -6.83], [1.16, 2.55, -5.86], [0.89, 3.23, -7.45], [-0.11, 1.19, -8.15], [-0.11, 0.74, -6.41], [1.45, -0.78, -8.52], [-0.20, -1.20, -8.32], [1.01, -3.65, -6.48], [1.82, -3.19, -7.96], [0.01, -3.03, -7.80], [-3.04, 0.96, 1.06], [-4.22, 0.41, 0.31], [-4.39, -0.80, 0.20], [-4.91, 1.23, -0.22], [-3.18, 0.71, 2.09], [-3.03, 2.02, 0.99], [-2.15, 0.48, 0.60], [2.51, 4.68, -1.78], [3.55, 5.15, -0.85], [3.26, 6.07, -0.08], [4.71, 4.68, -0.95], [1.80, 5.46, -1.86], [2.14, 3.72, -1.36], [3.02, 4.41, -2.71], [2.00, -3.43, -3.14], [1.07, -4.58, -2.96], [0.90, -5.33, -3.90], [0.53, -4.71, -1.85], [2.07, -3.23, -4.23], [2.97, -3.80, -2.78], [1.62, -2.61, -2.46], [4.16, -1.76, 0.21], [4.19, -3.08, -0.47], [3.64, -4.02, 0.10], [4.68, -3.21, -1.59], [3.99, -1.98, 1.27], [3.31, -1.19, -0.13], [5.14, -1.22, 0.13], [4.16, 2.00, 0.75], [5.56, 2.21, 1.05], [6.39, 1.46, 0.54], [5.82, 3.03, 1.92], [3.61, 2.81, 1.17], [3.83, 1.03, 1.10], [4.07, 1.99, -0.34]], "lowdin_charge": [1.16, 1.07, 1.21, -0.20, -0.59, -0.57, -0.52, -0.64, -0.03, -0.27, -0.10, 0.05, -0.56, -0.02, 0.10, 0.10, 0.10, 0.12, 0.15, 0.14, 0.13, -0.02, -0.30, -0.08, 0.05, -0.57, 0.12, 0.11, 0.09, 0.10, 0.10, 0.16, 0.14, 0.12, -0.01, -0.24, -0.07, -0.02, -0.64, 0.15, 0.07, 0.09, 0.09, 0.09, 0.14, 0.12, 0.08, -0.02, -0.30, -0.03, 0.08, -0.59, 0.09, 0.07, 0.10, 0.08, 0.09, 0.15, 0.14, 0.12, -0.03, -0.26, -0.06, 0.06, -0.59, 0.14, 0.10, 0.09, 0.09, 0.07, 0.16, 0.12, 0.10, -0.02, -0.26, -0.11, 0.07, -0.53, 0.15, 0.06, 0.08, 0.10, 0.09, 0.13, 0.12, 0.13, -0.01, -0.28, -0.04, 0.06, -0.57, 0.15, 0.04, 0.09, 0.09, 0.08, 0.12, 0.11, 0.13, -0.07, -0.25, -0.21, -0.20, -0.30, -0.12, 0.08, 0.08, 0.10, 0.12, 0.13, 0.14, 0.13, 0.09, 0.07, 0.07, -0.13, -0.22, -0.15, -0.23, -0.26, -0.14, 0.07, 0.11, 0.08, 0.14, 0.11, 0.16, 0.10, 0.06, 0.09, 0.08, -0.16, -0.28, -0.13, -0.18, -0.20, -0.13, 0.10, 0.08, 0.08, 0.12, 0.13, 0.13, 0.13, 0.06, 0.09, 0.12, -0.11, -0.23, -0.27, -0.16, -0.24, -0.13, 0.09, 0.02, 0.09, 0.14, 0.09, 0.12, 0.11, 0.07, 0.09, 0.09, 0.05, -0.39, 0.05, 0.07, 0.07, 0.07, 0.08, 0.04, -0.39, 0.04, 0.05, 0.09, 0.06, 0.11, 0.05, -0.42, 0.07, -0.01, 0.10, 0.08, 0.07, 0.06, -0.38, 0.06, 0.03, 0.08, 0.05, 0.12, 0.01, -0.42, 0.05, 0.06, 0.07, 0.09, 0.07], "energy_ha": -5835.870768, "gap_ha": 0.2440, "charge": 0, "lumo_ev": -0.42}

---

One value per record, in order, for HOMO level: -0.360, -0.259 Ha.
One value per record, in order, for molar mass: 102.13, 1874.00 g/mol.